{
  "formula": "C4HLi2O2",
  "method": "wB97M-V/def2-TZVPD",
  "charge": 0,
  "gap_ev": [4.29, 7.18],
  "lumo_energy_ev": [-0.446, -0.232],
  "de_lowest_ev": 0.781,
  "multiplicity": 2,
  "energy_ha": -318.4308,
  "species": ["C", "C", "O", "H", "O", "C", "C", "Li", "Li"],
  "positions_angstrom": [[0.57235, 0.45389, 0.69635], [1.81218, 0.00813, 0.51400], [2.91950, -0.30332, 0.33584], [0.39618, 0.85893, 1.69998], [-2.81189, 0.30291, -0.45190], [-1.67587, 0.69950, -0.54184], [-0.43747, 0.44492, -0.35261], [-0.78589, -1.82586, 0.25139], [0.01090, -0.63911, -2.15120]],
  "lowdin_charge": [-0.226, -0.233, 0.165, 0.117, -0.027, -0.391, -0.340, 0.472, 0.463]
}

---

{
  "formula": "C36H64BO32",
  "method": "wB97M-V/def2-TZVPD",
  "charge": -1,
  "gap_ev": 9.09,
  "lumo_energy_ev": 2.166,
  "multiplicity": 1,
  "energy_ha": -3842.9756,
  "species": ["O", "C", "O", "B", "O", "C", "O", "O", "C", "O", "C", "O", "O", "C", "C", "O", "C", "O", "O", "C", "H", "H", "H", "H", "H", "H", "H", "H", "C", "C", "O", "C", "O", "O", "C", "H", "H", "H", "H", "H", "H", "H", "H", "C", "C", "O", "C", "O", "O", "C", "H", "H", "H", "H", "H", "H", "H", "H", "C", "C", "O", "C", "O", "O", "C", "H", "H", "H", "H", "H", "H", "H", "H", "C", "C", "O", "C", "O", "O", "C", "H", "H", "H", "H", "H", "H", "H", "H", "C", "C", "O", "C", "O", "O", "C", "H", "H", "H", "H", "H", "H", "H", "H", "C", "C", "O", "C", "O", "O", "C", "H", "H", "H", "H", "H", "H", "H", "H", "C", "C", "O", "C", "O", "O", "C", "H", "H", "H", "H", "H", "H", "H", "H"],
  "positions_angstrom": [[2.71842, 0.45488, -1.89357], [1.56720, 0.18003, -1.71174], [0.53648, 1.00728, -1.77334], [-0.68819, 0.24193, -1.51166], [-0.31746, -1.16900, -1.44178], [0.99064, -1.23280, -1.54349], [1.67663, -2.21129, -1.39817], [-1.78578, 0.56121, -2.47543], [-2.65134, 1.34260, -1.89688], [-3.54276, 1.99760, -2.37462], [-2.37190, 1.36373, -0.40348], [-1.23151, 0.69152, -0.21724], [-3.05335, 1.86154, 0.43460], [2.91054, -1.47731, -4.57098], [2.58538, -2.84335, -5.20960], [2.69460, -3.79223, -4.14713], [2.21848, -5.00929, -4.36843], [1.44983, -5.28468, -5.24807], [2.76265, -5.94002, -3.59049], [3.48190, -5.60870, -2.41243], [2.67450, -0.63991, -5.22840], [3.98259, -1.47803, -4.38312], [2.23670, -1.37774, -3.72538], [3.21121, -3.04374, -6.07574], [1.53392, -2.78626, -5.49012], [4.39062, -6.17958, -2.24433], [2.80656, -5.68765, -1.55840], [3.79709, -4.56641, -2.41929], [0.73860, -0.84479, 2.56005], [0.96626, 0.37800, 3.45267], [1.21860, 1.52966, 2.69664], [0.21075, 2.32636, 2.31890], [-0.92832, 2.24998, 2.61331], [0.68188, 3.22040, 1.42657], [1.98571, 3.06041, 0.86080], [0.58275, -1.66505, 3.25966], [1.55670, -0.99479, 1.85183], [-0.10200, -0.61663, 1.90174], [1.81687, 0.20404, 4.11490], [0.07959, 0.50692, 4.07943], [2.15091, 2.00812, 0.65383], [2.73097, 3.48366, 1.53730], [2.01974, 3.67311, -0.03786], [-7.26351, 1.51204, -0.74825], [-6.19032, 1.81031, 0.31307], [-6.86237, 2.40463, 1.44452], [-6.19810, 2.79582, 2.54894], [-5.04952, 2.63567, 2.76760], [-7.10962, 3.07757, 3.51656], [-8.48180, 3.16095, 3.23444], [-7.21697, 2.39085, -1.39550], [-8.27041, 1.42071, -0.35228], [-6.94042, 0.67230, -1.36033], [-5.43518, 2.51114, -0.03872], [-5.64623, 0.93901, 0.68074], [-8.87819, 2.14628, 3.13885], [-8.70386, 3.68780, 2.30353], [-9.05421, 3.67918, 4.00271], [8.98988, 2.95868, 1.59312], [7.56897, 3.47607, 1.79952], [6.69419, 2.53714, 2.42116], [6.03123, 1.62423, 1.75352], [5.25757, 0.87848, 2.27560], [6.39164, 1.59716, 0.45612], [5.67348, 0.73512, -0.41755], [9.20902, 2.21334, 2.36109], [9.77378, 3.70628, 1.53046], [8.98575, 2.35448, 0.68230], [7.17681, 3.88230, 0.86807], [7.55317, 4.30759, 2.50439], [4.59805, 0.62727, -0.30788], [6.23772, -0.19779, -0.39766], [5.77584, 1.10125, -1.44097], [-0.44739, 5.91813, 0.83262], [-1.41144, 5.22826, -0.12416], [-2.74990, 5.50465, 0.17137], [-3.30461, 4.98566, 1.27910], [-2.76574, 4.24950, 2.03431], [-4.58241, 5.34941, 1.40595], [-5.21647, 6.06430, 0.36374], [0.58060, 5.92310, 0.46817], [-0.49812, 5.49314, 1.83643], [-0.68955, 6.97470, 0.99052], [-1.19160, 4.16481, -0.23148], [-1.01696, 5.60814, -1.07394], [-4.96859, 5.74059, -0.64470], [-5.04470, 7.14213, 0.42710], [-6.28780, 5.92883, 0.51927], [6.78901, -6.95746, 0.36303], [7.66236, -5.76057, 0.74350], [6.93210, -4.61632, 1.17957], [6.00947, -4.05822, 0.43841], [5.72145, -4.36000, -0.70415], [5.51149, -3.02135, 1.11456], [4.43662, -2.24093, 0.59716], [7.36526, -7.87608, 0.46591], [6.24044, -6.84214, -0.56675], [6.00845, -7.07350, 1.12316], [8.35983, -5.52418, -0.05885], [8.23624, -6.04788, 1.62066], [4.13197, -2.51334, -0.41451], [4.53837, -1.16052, 0.56801], [3.64636, -2.49399, 1.30682], [-6.04949, -0.74309, -5.67662], [-4.65984, -0.35853, -5.24984], [-3.78843, -1.44625, -4.95426], [-3.97796, -2.10149, -3.82012], [-4.81518, -1.87072, -2.97441], [-3.04864, -3.03886, -3.73597], [-3.16120, -4.09657, -2.79347], [-6.69513, 0.04855, -6.05263], [-6.56772, -1.41032, -4.98747], [-5.97053, -1.36454, -6.58151], [-4.64308, 0.35799, -4.42631], [-4.20159, 0.17290, -6.08415], [-4.16724, -4.48725, -2.64986], [-2.78896, -3.78991, -1.81501], [-2.49130, -4.83841, -3.22306], [-1.52095, -0.91098, 6.07480], [-2.78541, -1.37360, 5.35101], [-2.57599, -1.55494, 3.95976], [-2.70035, -0.49272, 3.16126], [-2.98261, 0.62852, 3.46198], [-2.46959, -0.78544, 1.88632], [-2.24186, -2.08132, 1.34090], [-0.77687, -1.68401, 5.85848], [-1.60891, -0.85917, 7.15984], [-1.10225, 0.03833, 5.74478], [-3.63939, -0.71086, 5.48700], [-3.02879, -2.33798, 5.79491], [-1.22011, -2.43707, 1.50064], [-2.27868, -1.97168, 0.26028], [-2.94577, -2.76900, 1.80366]],
  "lowdin_charge": [0.133, -0.395, 0.246, -0.887, 0.249, -0.399, 0.138, 0.239, -0.405, 0.134, -0.371, 0.204, 0.180, -0.041, -0.191, 0.003, -0.610, 0.128, 0.018, -0.047, 0.083, 0.083, 0.048, 0.126, 0.122, 0.077, 0.102, 0.077, -0.029, -0.203, 0.009, -0.574, 0.189, -0.027, -0.029, 0.085, 0.073, 0.061, 0.126, 0.098, 0.085, 0.094, 0.093, -0.044, -0.181, -0.029, -0.574, 0.187, -0.005, -0.087, 0.070, 0.070, 0.071, 0.108, 0.125, 0.092, 0.089, 0.085, -0.061, -0.217, 0.050, -0.609, 0.151, -0.021, -0.040, 0.083, 0.073, 0.070, 0.122, 0.120, 0.069, 0.101, 0.100, -0.078, -0.216, 0.016, -0.590, 0.172, 0.011, -0.061, 0.070, 0.070, 0.077, 0.118, 0.121, 0.096, 0.090, 0.089, -0.067, -0.196, 0.044, -0.591, 0.105, 0.015, -0.023, 0.075, 0.058, 0.085, 0.124, 0.118, 0.087, 0.050, 0.099, -0.074, -0.215, 0.050, -0.611, 0.118, 0.005, -0.032, 0.077, 0.074, 0.076, 0.117, 0.124, 0.095, 0.088, 0.096, -0.060, -0.210, 0.015, -0.606, 0.162, -0.019, -0.028, 0.076, 0.074, 0.064, 0.125, 0.116, 0.084, 0.086, 0.096]
}

---

{
  "formula": "C5H9N3OS",
  "method": "wB97M-V/def2-TZVPD",
  "charge": 0,
  "gap_ev": [7.51, 8.27],
  "lumo_energy_ev": [-1.232, -0.539],
  "de_lowest_ev": 6.682,
  "multiplicity": 1,
  "energy_ha": -833.3447,
  "species": ["C", "C", "C", "C", "C", "N", "N", "N", "O", "S", "H", "H", "H", "H", "H", "H", "H", "H", "H"],
  "positions_angstrom": [[0.22720, 1.16936, 1.27030], [-0.34606, 2.38557, 0.97368], [-0.15707, 0.33851, 0.18525], [-0.11583, -4.00920, 0.55280], [-1.32192, 3.43813, -1.05655], [-0.78814, 0.97240, -0.72236], [-0.92558, 2.31707, -0.24874], [1.69161, -2.94181, -0.98797], [1.90431, -2.50987, 1.39371], [0.81612, -2.54464, 0.38938], [0.92560, 1.07622, 2.06218], [-0.17467, 3.21925, 1.50623], [-0.38436, -4.13924, 1.58851], [-1.02286, -3.94191, 0.04966], [-0.84900, 3.29867, -2.07204], [-2.34117, 3.51723, -1.17286], [-1.01230, 4.37536, -0.74320], [1.29427, -3.31113, -1.84006], [2.57986, -2.70996, -1.12792]],
  "lowdin_charge": [-0.086, -0.100, -0.114, -0.145, -0.029, 0.062, -0.166, -0.170, -0.486, 0.782, 0.077, 0.082, 0.021, -0.013, 0.115, 0.054, 0.063, 0.063, -0.011]
}

---

{
  "formula": "C3H8OS",
  "method": "wB97M-V/def2-TZVPD",
  "charge": 0,
  "gap_ev": [8.77, 6.49],
  "lumo_energy_ev": [0.581, -1.533],
  "de_lowest_ev": 7.771,
  "multiplicity": 1,
  "energy_ha": -592.2325,
  "species": ["C", "C", "C", "O", "S", "H", "H", "H", "H", "H", "H", "H", "H"],
  "positions_angstrom": [[-1.13863, 1.08618, 0.38543], [-0.75692, -1.20712, -0.63751], [1.32517, 0.02506, 0.97718], [1.01053, 0.73226, -2.53630], [0.20376, 0.40287, -0.40693], [-1.80225, 1.26377, -0.49072], [-0.91037, 1.98917, 0.91440], [-0.88136, -1.20076, -1.72591], [-0.29639, -2.11225, -0.21230], [-1.67585, -1.03085, -0.07473], [0.96395, 0.31341, 1.87413], [1.74776, -0.98235, 1.08497], [2.21060, 0.72062, 0.84829]],
  "lowdin_charge": [-0.294, -0.191, -0.235, -0.580, 0.940, 0.043, 0.010, 0.049, 0.065, 0.036, 0.002, 0.071, 0.082]
}

---

{
  "formula": "C9H8O3",
  "method": "wB97M-V/def2-TZVPD",
  "charge": 0,
  "gap_ev": 8.56,
  "lumo_energy_ev": 0.287,
  "smiles": "O=C(/C(O)=C/O)c1ccccc1",
  "de_lowest_ev": 2.567,
  "multiplicity": 1,
  "energy_ha": -573.3721,
  "species": ["C", "C", "C", "C", "C", "C", "C", "C", "C", "O", "O", "O", "H", "H", "H", "H", "H", "H", "H", "H"],
  "positions_angstrom": [[-3.02789, 0.70103, -0.18124], [-2.03871, 1.21789, 0.58163], [-2.87320, -0.63977, -0.62576], [-0.76151, 0.60229, 0.63476], [-1.70377, -1.29841, -0.50968], [-0.59426, -0.60548, 0.08104], [3.26182, -0.31797, 0.28881], [0.62613, -1.33334, 0.16406], [1.95770, -0.17646, -0.02603], [0.89437, -2.49575, 0.30980], [3.96776, 0.84043, 0.02273], [1.48560, 0.83121, -0.83450], [-3.96269, 1.20504, -0.53603], [-2.18303, 2.16934, 0.99392], [-3.75962, -1.06676, -0.97616], [-0.00549, 1.34754, 0.79349], [-1.83597, -2.31944, -0.68031], [3.61348, -1.08541, 0.94020], [4.80204, 0.90831, 0.47719], [2.13724, 1.51572, -0.91793]],
  "lowdin_charge": [-0.064, -0.062, -0.079, -0.014, 0.004, -0.193, -0.122, -0.233, -0.176, 0.117, -0.019, 0.016, 0.124, 0.089, 0.087, 0.121, 0.106, 0.112, 0.094, 0.091]
}

---

{
  "formula": "C3H6F2IN",
  "method": "wB97M-V/def2-TZVPD",
  "charge": 0,
  "gap_ev": [7.73, 8.64],
  "lumo_energy_ev": [-0.950, -0.217],
  "de_lowest_ev": 4.006,
  "multiplicity": 1,
  "energy_ha": -669.9044,
  "species": ["C", "C", "C", "N", "F", "F", "I", "H", "H", "H", "H", "H", "H"],
  "positions_angstrom": [[0.09696, 0.22765, 0.66791], [-1.15586, -0.88526, -1.06640], [-3.00560, 1.12586, 0.23064], [-0.53220, 0.19403, -0.54235], [-3.18188, 1.67953, -0.94670], [-3.16682, 1.96218, 1.22032], [-4.21018, -0.69572, 0.34160], [1.18095, 0.11016, 0.86832], [-0.01760, 1.30856, 1.01108], [-0.42894, -0.36916, 1.48167], [-1.56434, -0.57542, -2.03592], [-0.57979, -1.80986, -1.08199], [-1.93338, -1.27741, -0.30854]],
  "lowdin_charge": [-0.211, -0.261, -0.751, -0.113, 0.020, 0.046, 0.860, 0.088, 0.090, 0.095, 0.088, 0.091, -0.042]
}